{"formula": "C12H31ClCoIO2P2", "method": "ωB97M-V/def2-TZVPD", "spin_multiplicity": 5, "total_charge": 2, "s_squared": 6.020, "energy_ev": -93850.80374, "homo_energy_ev": [-14.59, -14.57], "e_lumo_ha": [-0.3106, -0.3574], "gap_ev": [6.138, 4.846], "species": ["C", "C", "H", "H", "H", "O", "I", "Co", "P", "C", "C", "H", "H", "H", "H", "H", "H", "C", "H", "H", "H", "P", "C", "C", "H", "H", "H", "C", "H", "H", "H", "H", "H", "H", "Cl", "C", "C", "O", "C", "C", "H", "H", "H", "H", "H", "H", "H", "H", "H", "H"], "xyz": [[-0.29947, -2.41188, 0.06014], [-0.26833, -0.91809, 0.29280], [-0.60919, -2.95631, 0.98097], [0.70758, -2.76546, -0.23077], [-0.99674, -2.68803, -0.75305], [-0.50080, -0.40857, 1.35047], [0.51560, 1.12510, -0.64134], [0.90415, -0.76787, -2.42596], [-1.54886, -0.56504, -2.32225], [-2.67495, 0.23621, -1.09799], [-1.63737, 0.64290, -3.68659], [-2.65613, 0.67138, -4.08106], [-3.58521, -1.45023, -3.24120], [-0.95457, 0.31597, -4.47287], [-2.17171, -2.43615, -3.70050], [-2.62075, 1.34989, -1.15959], [-1.33863, 1.63835, -3.34822], [-2.65298, -1.90070, -2.88082], [-3.72416, -0.06541, -1.34592], [-2.89041, -2.59226, -2.06336], [-2.46043, -0.03767, -0.04375], [2.66382, -1.21819, -0.98977], [2.93786, -0.66204, 0.75927], [3.46235, -2.84766, -0.92418], [3.65726, -0.33742, -2.97957], [4.84178, -0.46525, -1.63786], [3.66107, 0.89194, -1.66898], [3.82823, -0.16252, -1.91293], [3.50931, -3.25456, -1.93795], [4.47387, -2.70571, -0.52620], [3.69824, -1.31515, 1.18225], [2.03969, -0.71593, 1.36648], [2.90802, -3.52021, -0.25722], [3.32685, 0.35515, 0.78513], [1.33538, -1.60629, -4.31731], [-2.19428, 1.07525, 4.39054], [-0.90419, 0.82953, 3.64116], [-0.78562, 1.72157, 2.50705], [-0.07126, 2.92823, 2.76724], [-0.71166, 4.03702, 1.93760], [-2.10106, 1.94847, 5.03245], [-2.38200, 0.18100, 4.99895], [-3.03633, 1.20719, 3.71059], [0.02592, 0.83967, 4.23708], [-0.91211, -0.15262, 3.15560], [0.99603, 2.81895, 2.45323], [-0.17348, 3.15671, 3.85355], [-1.78820, 4.13797, 2.17304], [-0.21610, 5.00639, 2.15300], [-0.62601, 3.81240, 0.85859]], "forces_ev_per_a": [[0.143, -0.774, -1.168], [-0.563, 1.668, 5.697], [0.172, 0.904, -0.384], [-0.574, 0.127, 0.085], [0.426, 0.130, 0.373], [0.075, -3.014, -3.167], [0.410, 0.696, -1.065], [-0.629, 0.009, -0.575], [-2.227, 0.769, -1.048], [-0.233, 0.454, 0.813], [0.467, -0.126, -0.159], [0.068, 0.010, 0.095], [0.227, 0.004, 0.095], [-0.143, 0.141, -0.165], [-0.142, -0.156, 0.035], [0.124, -0.886, -0.023], [-0.061, -0.137, -0.020], [0.490, -0.505, -0.155], [0.934, 0.114, 0.144], [0.068, 0.095, -0.213], [-0.416, 0.164, -0.693], [2.283, 0.049, 1.223], [-0.303, -0.068, -0.333], [-0.319, -0.171, -0.436], [0.338, 0.171, 0.048], [-0.033, 0.139, -0.088], [0.085, -0.209, -0.095], [-0.250, -0.139, -0.197], [0.047, -0.186, 0.200], [-0.187, -0.030, -0.113], [-0.030, -0.110, 0.012], [0.073, -0.021, 0.183], [0.163, 0.054, -0.230], [-0.165, 0.024, -0.110], [-0.160, 0.143, 0.475], [0.449, -0.395, 0.395], [0.226, -0.164, -1.112], [0.339, 0.071, 0.380], [-0.400, 0.358, 0.111], [-0.076, 0.329, 0.148], [-0.205, 0.012, 0.097], [-0.119, 0.365, 0.116], [0.139, 0.003, -0.056], [-0.472, 0.327, 0.086], [-0.315, 0.223, 0.895], [-0.494, -0.012, 0.567], [0.462, 0.004, -0.714], [0.561, -0.080, -0.061], [-0.266, -0.543, -0.258], [0.014, 0.174, 0.364]]}